The following is a DFT calculation (ωB97M-V/def2-TZVPD) of a molecular structure, C22H26N2OPdS5.

As for the multiplicity: 1. The HOMO-LUMO gap comes out at 5.299 eV. The LUMO energy is -8.76 eV. Its charge is +2. The value obtained for the HOMO energy is -14.06 eV.

```
57
C22H26N2OPdS5, DFT ωB97M-V/def2-TZVPD
Pd -0.016 -0.860 0.347
C -2.246 -4.341 -0.724
C -1.756 -2.965 -1.049
N -1.591 -2.113 0.087
N -2.456 -2.308 0.977
C -2.343 -1.488 2.112
S -1.111 -0.373 2.288
S -3.535 -1.648 3.317
C -4.725 -2.868 2.668
C -5.424 -2.485 1.388
C -5.747 -1.170 1.078
C -6.445 -0.877 -0.085
C -6.834 -1.897 -0.942
C -6.528 -3.215 -0.628
C -5.821 -3.506 0.529
C -1.549 -2.501 -2.321
C -1.863 -3.373 -3.441
C -1.791 -2.945 -4.712
C -1.398 -1.590 -5.016
C -1.066 -0.723 -4.042
C -1.089 -1.115 -2.650
O -0.696 -0.316 -1.789
H -1.928 -4.631 0.274
H -1.872 -5.071 -1.434
H -3.338 -4.357 -0.742
H -5.434 -2.939 3.497
H -4.222 -3.829 2.584
H -5.467 -0.363 1.746
H -6.701 0.149 -0.311
H -7.391 -1.669 -1.840
H -6.851 -4.018 -1.278
H -5.602 -4.538 0.782
H -2.197 -4.378 -3.241
H -2.046 -3.611 -5.525
H -1.372 -1.274 -6.051
H -0.780 0.298 -4.254
C 2.432 -0.523 -2.856
C 2.229 -1.942 -2.356
S 1.678 -2.285 -0.653
C 3.057 -1.908 0.467
C 3.195 -0.471 0.976
S 1.692 0.565 0.892
C 1.788 1.626 -0.612
C 3.121 1.766 -1.318
S 3.850 0.282 -2.061
H 1.536 0.064 -2.695
H 2.614 -0.564 -3.930
H 3.143 -2.528 -2.475
H 1.462 -2.449 -2.951
H 3.981 -2.248 0.001
H 2.847 -2.574 1.305
H 3.974 0.071 0.451
H 3.451 -0.478 2.036
H 1.491 2.608 -0.242
H 1.010 1.271 -1.284
H 3.887 2.144 -0.640
H 2.988 2.526 -2.089
```

Just the natural (NBO) charges please, in e? Sure, here they are: 0.5784 -0.6812 0.2841 -0.1500 -0.1457 -0.2147 0.2068 0.5374 -0.5561 0.0324 -0.2571 -0.1871 -0.2005 -0.1838 -0.2559 -0.1625 -0.1244 -0.1976 -0.0931 -0.3017 0.5173 -0.6401 0.2472 0.2526 0.2740 0.2707 0.2497 0.2187 0.2319 0.2334 0.2299 0.2184 0.2263 0.2501 0.2481 0.2473 -0.5656 -0.5291 0.3228 -0.5477 -0.5475 0.4562 -0.5328 -0.5566 0.2271 0.2320 0.2567 0.2566 0.2434 0.2710 0.2549 0.2698 0.2624 0.2647 0.2483 0.2508 0.2594

The following is a DFT calculation (ωB97M-V/def2-TZVPD) of a molecular structure, C31H64IrN7O3S2Si in a non-equilibrium geometry.

As for the multiplicity: 2. The HOMO-LUMO gap (spin up / spin down) comes out at 6.347 / 5.832 eV. The LUMO energy (spin up / spin down) is -10.43 / -10.83 eV. Its charge is +3. The value obtained for the HOMO energy (spin up / spin down) is -16.77 / -16.66 eV.

```
109
C31H64IrN7O3S2Si, DFT ωB97M-V/def2-TZVPD
Ir -0.755 1.001 -0.417
C -3.604 1.458 -1.851
C -3.027 2.819 -2.214
N -1.625 2.920 -1.767
C -1.293 4.198 -1.124
C -1.907 4.318 0.256
S -1.484 2.873 1.288
C -3.115 2.200 1.733
C -3.981 1.847 0.543
N -3.236 1.090 -0.480
H -3.196 0.703 -2.518
H -4.689 1.488 -1.984
H -3.610 3.614 -1.751
H -3.106 2.952 -3.294
H -1.018 2.806 -2.574
H -1.618 5.052 -1.729
H -0.208 4.258 -1.034
H -2.990 4.416 0.225
H -1.501 5.195 0.759
H -3.613 2.924 2.378
H -2.891 1.305 2.310
H -4.384 2.752 0.092
H -4.835 1.270 0.907
H -3.389 0.095 -0.341
C 2.539 2.337 3.193
C 2.387 1.811 1.771
C 2.297 2.982 0.802
C 3.549 0.891 1.415
O 1.135 1.055 1.634
Si 0.628 -0.159 2.614
S -1.211 -0.547 1.455
O 1.553 -1.461 2.449
C 1.424 -2.847 2.886
C 0.650 -3.603 1.807
C 2.842 -3.395 3.001
C 0.691 -2.947 4.215
O 0.345 0.125 4.144
C -0.362 0.751 5.235
C -1.450 -0.213 5.702
C 0.663 0.977 6.343
C -0.976 2.066 4.786
H 3.469 2.894 3.286
H 2.561 1.512 3.904
H 1.719 3.010 3.442
H 3.194 3.594 0.882
H 1.432 3.606 1.038
H 2.209 2.608 -0.214
H 4.489 1.438 1.464
H 3.420 0.486 0.410
H 3.591 0.057 2.114
H 1.242 -3.698 0.898
H -0.270 -3.066 1.573
H 0.392 -4.599 2.161
H 3.411 -3.168 2.099
H 2.811 -4.474 3.140
H 3.348 -2.947 3.855
H -0.344 -2.618 4.103
H 1.176 -2.329 4.968
H 0.695 -3.980 4.555
H -1.014 -1.113 6.130
H -2.086 -0.492 4.859
H -2.063 0.269 6.462
H 1.199 0.055 6.562
H 0.161 1.310 7.250
H 1.382 1.739 6.043
H -1.673 1.892 3.965
H -0.209 2.766 4.457
H -1.519 2.516 5.616
C 3.340 -2.455 -2.168
C 1.948 -2.541 -1.575
N 1.514 -1.206 -1.200
C 1.758 -0.116 -1.951
N 1.051 0.999 -1.706
C 1.287 2.148 -2.565
C 2.752 2.265 -2.953
C 3.144 0.987 -3.663
N 2.710 -0.180 -2.895
C 3.329 -1.445 -3.300
H 3.657 -3.428 -2.536
H 4.046 -2.133 -1.401
H 1.946 -3.173 -0.691
H 1.249 -2.975 -2.301
H 0.797 -1.113 -0.497
H 0.973 3.058 -2.051
H 0.692 2.035 -3.483
H 3.369 2.408 -2.065
H 2.898 3.120 -3.610
H 4.228 0.931 -3.769
H 2.711 0.947 -4.668
H 4.349 -1.235 -3.620
H 2.794 -1.841 -4.170
N -1.272 -0.624 -1.857
C -1.834 -1.431 -2.479
N -2.470 -2.294 -3.189
C -3.192 -1.889 -4.408
C -2.417 -2.371 -5.631
C -2.240 -3.889 -5.565
C -1.522 -4.288 -4.273
C -2.260 -3.746 -3.049
H -3.321 -0.806 -4.418
H -4.176 -2.362 -4.382
H -1.439 -1.882 -5.654
H -2.959 -2.082 -6.532
H -1.662 -4.230 -6.423
H -3.216 -4.379 -5.618
H -0.499 -3.899 -4.288
H -1.468 -5.374 -4.185
H -1.705 -3.937 -2.131
H -3.244 -4.214 -2.972
```

Löwdin population analysis, charges in e, atoms 1 to 99: 1.1436 -0.1736 -0.1412 -0.1085 -0.2442 -0.3551 0.9472 -0.4198 -0.2111 -0.1154 0.0823 0.1509 0.1234 0.1474 0.0887 0.1516 0.1059 0.0881 0.1072 0.1177 0.0211 0.1173 0.1539 0.0994 -0.0073 -0.5964 -0.0173 -0.0017 -0.2692 -0.0737 0.5116 -0.1316 -0.6050 -0.0255 -0.0065 -0.0192 -0.1172 -0.6033 -0.0087 -0.0004 -0.0145 0.1115 0.0870 0.0855 0.1121 0.0727 0.0394 0.1073 0.0785 0.0881 0.0565 0.0315 0.1056 0.0867 0.1022 0.0985 0.0829 0.0939 0.1085 0.0925 0.0842 0.1019 0.0970 0.1052 0.0851 0.0408 0.0762 0.1094 -0.1247 -0.1442 0.0950 -0.3534 -0.0631 -0.2354 -0.1236 -0.1166 -0.0056 -0.1133 0.1356 0.1314 0.0993 0.1216 0.0573 0.0836 0.1298 0.1221 0.1388 0.1399 0.1427 0.1361 0.1402 0.0878 -0.2014 -0.0620 -0.1126 -0.1615 -0.1772 -0.1618 -0.1065

The following is a DFT calculation (ωB97M-V/def2-TZVPD) of a molecular structure, C5H12S2 in a non-equilibrium geometry.

As for the multiplicity: 1. The HOMO-LUMO gap comes out at 9.101 eV. The LUMO energy is 0.70 eV. Its charge is 0. The value obtained for the HOMO energy is -8.41 eV.

```
19
C5H12S2, DFT ωB97M-V/def2-TZVPD
C -1.776 -0.599 -0.919
C -1.130 -0.184 1.485
C 0.939 -0.515 -0.394
C 1.866 0.311 0.434
C -0.885 0.156 0.038
S 3.640 0.042 0.018
S -0.894 1.935 -0.229
H -1.550 -0.354 -1.954
H -1.638 -1.669 -0.787
H -2.823 -0.366 -0.730
H -0.526 0.434 2.143
H -0.897 -1.231 1.671
H -2.181 -0.018 1.731
H 0.906 -1.564 -0.140
H 1.024 -0.340 -1.458
H 1.672 1.376 0.304
H 1.798 0.057 1.491
H 3.604 0.651 -1.167
H -1.147 1.880 -1.538
```

Just the natural (NBO) charges please, in e? Sure, here they are: -0.6472 -0.6578 -0.3741 -0.5403 -0.0868 -0.0544 -0.0155 0.2111 0.2163 0.2122 0.2171 0.2185 0.2171 0.2006 0.1974 0.2331 0.2180 0.1138 0.1209

The following is a DFT calculation (ωB97M-V/def2-TZVPD) of a molecular structure, CHCuFMgO3 in a non-equilibrium geometry.

As for the multiplicity: 1. The HOMO-LUMO gap comes out at 6.932 eV. The LUMO energy is -15.62 eV. Its charge is +3. The value obtained for the HOMO energy is -22.55 eV.

```
8
CHCuFMgO3, DFT ωB97M-V/def2-TZVPD
Cu -0.078 0.998 3.595
O 0.309 0.868 0.206
H -1.178 1.560 0.704
O -0.168 -0.455 -1.451
O -0.666 0.835 1.207
C 0.475 -0.262 -0.452
F 1.358 -1.060 0.003
Mg -0.474 -1.571 -3.017
```

Just the natural (NBO) charges please, in e? Sure, here they are: 0.9977 -0.2674 0.5509 -0.8255 -0.4245 1.1810 -0.1818 1.9695

The following is a DFT calculation (ωB97M-V/def2-TZVPD) of a molecular structure, C19H36Cl2N8Pd in a non-equilibrium geometry.

As for the multiplicity: 5. The HOMO-LUMO gap (spin up / spin down) comes out at 7.913 / 6.298 eV. The LUMO energy (spin up / spin down) is -12.13 / -14.22 eV. Its charge is +4. The value obtained for the HOMO energy (spin up / spin down) is -20.05 / -20.51 eV.

```
66
C19H36Cl2N8Pd, DFT ωB97M-V/def2-TZVPD
Pd -0.170 -0.296 0.074
Cl -1.272 -0.578 2.905
C -2.142 -1.162 1.390
Cl 1.278 -1.611 1.674
H -3.210 -1.365 1.429
H -1.710 -1.535 0.433
C 0.410 -0.280 2.271
N -1.818 -0.414 4.321
C -2.379 0.909 4.754
C -3.126 2.063 4.008
N -2.893 2.653 2.631
C -4.056 3.490 2.149
C -1.898 2.561 1.846
N -1.042 2.517 1.028
C 0.013 3.341 0.418
C 1.257 2.582 -0.074
N 0.955 1.337 -0.765
C 1.503 0.826 -1.868
N 0.820 -0.375 -2.112
C -0.144 -2.495 -2.808
C 3.223 -0.827 -3.745
C 2.782 0.629 -3.918
N 2.463 1.304 -2.655
C 3.191 2.565 -2.400
H -0.945 -1.945 3.223
H 1.008 0.597 2.492
H -1.532 0.717 2.509
H -1.569 1.349 5.337
H -3.145 0.573 5.456
H -3.027 2.915 4.680
H -4.182 1.803 3.965
H -4.265 4.224 2.925
H -4.908 2.833 1.994
H -3.780 3.994 1.227
H 0.326 4.109 1.124
H -0.486 3.821 -0.425
H 1.937 2.380 0.758
H 1.745 3.307 -0.716
H -1.073 -2.110 -2.410
H 1.535 -3.487 -2.055
H -0.256 -3.166 -3.651
H 1.483 -1.282 -4.751
H 3.522 -0.998 -2.708
H 1.942 0.729 -4.616
H 3.602 1.180 -4.366
H 4.063 2.586 -3.044
H 3.550 2.604 -1.375
H 2.577 3.433 -2.638
N 0.926 -2.697 -1.851
C 1.052 -1.586 -2.789
N 1.989 -1.693 -3.959
C 2.310 -3.117 -4.435
C 2.367 -3.160 -5.959
C 3.630 -2.620 -6.622
C 4.126 -1.254 -6.155
C 4.403 -1.179 -4.651
H 1.513 -3.770 -4.097
H 3.234 -3.420 -3.948
H 1.471 -2.656 -6.348
H 2.243 -4.208 -6.237
H 3.445 -2.581 -7.696
H 4.438 -3.345 -6.496
H 3.464 -0.444 -6.485
H 5.072 -1.065 -6.663
H 5.136 -0.395 -4.446
H 4.881 -2.099 -4.312
```

Just the natural (NBO) charges please, in e? Sure, here they are: 0.8767 1.1988 -0.4488 0.2465 0.2736 0.1825 -0.6158 -0.5648 -0.3268 -0.2403 -0.3774 -0.3932 0.7262 -0.3523 -0.2354 -0.2629 -0.5300 0.5737 -0.3463 -0.2018 -0.0416 -0.2423 -0.3672 -0.4214 0.1032 0.2787 -0.0067 0.2523 0.3007 0.2753 0.2530 0.2648 0.2495 0.2436 0.2616 0.2641 0.2305 0.2544 0.2259 0.4108 0.2473 0.4479 0.2331 0.2232 0.2699 0.2550 0.2294 0.2326 -0.5584 0.3233 -0.3780 -0.2158 -0.4333 -0.4148 -0.4280 -0.4295 0.2243 0.2428 0.2101 0.2788 0.2631 0.2344 0.2021 0.2719 0.2558 0.2412

Among the records above, which one has the highest multiplicity?
C19H36Cl2N8Pd

Number 5 is which compound?
C19H36Cl2N8Pd